# 1
Computed, not measured: a 3-piece molecular cluster, C24H47N2O9P overall, with wB97M-V/def2-TZVPD.

Geometry as XYZ:
```
83
Properties=species:S:1:pos:R:3:forces:R:3
C 1.553 -0.926 3.018 0.249 0.266 -0.584
C 0.578 -0.971 1.722 1.893 -1.613 1.028
N -0.712 -1.561 2.187 -1.620 2.400 -1.062
C -1.856 -0.700 1.948 -2.257 -0.492 -0.947
C -3.018 -1.078 1.211 1.477 0.622 0.745
C -3.179 -2.513 0.558 -1.469 0.497 0.132
C -4.120 -3.373 1.572 0.467 1.121 1.026
O -3.597 -4.690 1.851 -0.758 0.868 0.871
C -3.399 -4.877 3.279 1.317 -1.166 0.547
C -1.961 -4.267 3.711 -1.459 0.054 0.109
C -4.221 -0.029 1.077 -0.278 -0.177 -0.541
O -4.856 0.141 0.024 1.613 -0.608 3.020
C -4.527 0.796 2.423 3.033 0.082 0.721
C -3.370 1.182 3.146 -1.191 -0.826 -2.058
P -3.654 2.099 4.762 -2.466 -1.244 0.772
N -5.051 1.565 5.377 1.063 1.137 -0.683
C -1.927 0.786 2.565 0.964 0.636 -0.164
O -0.974 1.593 2.571 -2.818 -2.516 0.319
H 1.249 -1.705 3.804 0.186 1.242 -1.265
H 2.622 -1.201 2.704 -1.429 0.695 0.457
H 1.516 0.126 3.455 0.197 -1.491 -0.340
H 1.064 -1.745 1.024 -0.821 1.354 0.645
H 0.485 0.029 1.202 -0.040 -1.281 0.746
H -0.857 -2.519 1.860 -0.103 0.710 0.058
H -3.787 -2.424 -0.411 1.199 0.044 1.219
H -2.190 -3.033 0.341 -1.334 0.711 0.416
H -5.217 -3.372 1.240 1.599 -0.351 0.139
H -4.111 -2.804 2.574 -0.111 -0.644 -1.472
H -4.255 -4.486 3.912 0.964 -0.202 -0.909
H -3.358 -6.010 3.473 -0.148 1.607 -0.567
H -1.553 -4.795 4.632 -0.466 0.593 -1.266
H -2.119 -3.171 3.987 0.586 -1.339 -0.575
H -1.288 -4.408 2.808 -0.637 0.227 1.303
H -5.576 1.017 2.794 1.459 -0.225 -0.621
H -3.714 3.524 4.616 0.832 -0.614 -0.270
H -2.579 1.742 5.647 -0.026 0.420 -0.941
H -5.703 2.352 5.507 0.378 -0.541 -0.056
C 2.490 -0.195 -1.754 -0.005 -0.246 -0.038
O 2.191 -1.507 -2.191 0.139 0.120 -0.116
C 1.137 -1.531 -3.147 0.202 -0.352 0.326
C 1.234 -2.776 -4.018 -0.058 0.240 -0.218
O 2.219 -2.671 -5.047 0.082 -0.049 0.311
C 3.580 -2.752 -4.622 -0.068 -0.181 -0.281
C 4.001 -4.157 -4.212 -0.024 0.309 0.460
O 3.547 -4.449 -2.894 -0.230 -0.134 -0.122
C 3.407 -5.837 -2.669 0.031 0.284 0.047
H 1.625 0.255 -1.255 0.002 0.172 -0.058
H 3.319 -0.248 -1.047 -0.083 -0.115 -0.016
H 2.801 0.423 -2.602 -0.118 0.161 0.053
H 1.173 -0.638 -3.782 -0.011 -0.031 -0.026
H 0.189 -1.541 -2.594 -0.168 0.059 -0.169
H 0.282 -2.893 -4.543 0.071 0.091 -0.046
H 1.381 -3.679 -3.423 0.117 0.131 0.177
H 3.795 -2.019 -3.844 -0.022 -0.189 0.180
H 4.171 -2.469 -5.498 -0.100 -0.083 -0.020
H 5.095 -4.226 -4.206 0.070 -0.020 -0.231
H 3.596 -4.883 -4.928 0.003 0.054 -0.012
H 2.673 -6.265 -3.360 0.075 -0.115 -0.054
H 3.043 -5.982 -1.650 0.077 0.092 -0.047
H 4.370 -6.345 -2.779 -0.024 -0.146 -0.042
C -0.712 4.585 1.503 0.247 0.248 -0.105
O 0.455 4.813 0.733 -0.320 -0.038 -0.141
C 1.196 3.623 0.511 0.182 0.452 -0.018
C 2.045 3.743 -0.749 -0.197 -0.289 0.015
O 1.296 3.546 -1.949 0.008 0.220 0.151
C 0.427 4.615 -2.328 0.161 -0.116 -0.267
C 1.168 5.835 -2.860 -0.204 0.138 0.502
O 1.690 6.608 -1.784 0.253 -0.152 -0.048
C 2.801 7.390 -2.175 -0.227 -0.088 0.155
H -0.452 4.208 2.497 -0.124 -0.119 -0.013
H -1.237 5.536 1.609 0.137 -0.001 -0.036
H -1.377 3.881 0.993 0.002 -0.120 0.125
H 0.522 2.765 0.416 0.034 -0.035 -0.018
H 1.847 3.474 1.382 0.077 -0.259 -0.023
H 2.780 2.933 -0.730 -0.098 -0.047 -0.047
H 2.605 4.678 -0.782 -0.181 0.109 0.147
H -0.256 4.873 -1.518 0.158 0.200 0.066
H -0.183 4.213 -3.142 0.128 -0.028 -0.003
H 0.472 6.472 -3.417 -0.034 -0.108 -0.217
H 1.975 5.509 -3.528 -0.041 -0.034 0.011
H 3.615 6.748 -2.530 0.033 0.062 -0.130
H 3.155 7.939 -1.302 -0.122 -0.039 -0.031
H 2.516 8.104 -2.954 0.123 0.032 -0.087
```
Positions in Å, forces in eV/Å.

Calculated values
Total charge: 0
Multiplicity: 1
SMILES: CCNC1=C(CCOCC)C(=O)C=C([PH2]=N)C1=O.COCCOCCOC.COCCOCCOC

Mulliken atomic charge list, values in e, 2 entries: -1.127, 0.224


# 2
Computed, not measured: a 6-piece molecular cluster, C24H48BN6O2S overall, with wB97M-V/def2-TZVPD.

Geometry as XYZ:
```
82
Properties=species:S:1:pos:R:3:forces:R:3
N 4.736 -3.923 0.037 -0.744 -0.349 -0.334
C 3.580 -4.059 -0.890 0.900 0.276 0.467
C 2.935 -2.710 -1.151 -0.366 -0.477 0.367
C 1.948 -2.241 -0.082 0.359 0.067 -1.261
S 0.235 -2.786 -0.361 -0.592 0.623 1.012
C 0.118 -4.586 -0.239 -0.015 0.196 -1.335
B 0.336 -5.338 -1.644 0.266 -0.391 0.188
O 0.845 -6.591 -1.630 0.148 0.172 0.151
O 0.028 -4.746 -2.828 0.302 0.790 0.347
H 4.418 -4.225 0.948 0.225 0.165 0.298
H 5.405 -4.629 -0.240 0.323 0.070 0.087
H 2.894 -4.802 -0.487 -0.376 -0.088 -0.244
H 3.965 -4.421 -1.831 0.027 -0.260 -0.319
H 2.423 -2.731 -2.107 -0.146 0.109 -0.309
H 3.728 -1.979 -1.231 0.191 0.215 0.036
H 1.863 -1.163 -0.161 -0.336 0.304 0.168
H 2.245 -2.451 0.936 -0.196 -0.299 0.306
H 0.058 -2.508 -1.677 0.302 -0.352 0.039
H -0.878 -4.830 0.108 -0.294 0.233 0.334
H 0.837 -4.893 0.499 0.221 -0.053 0.398
H 1.124 -6.837 -0.744 0.070 -0.456 -0.007
H 0.781 -4.783 -3.428 -0.349 -0.298 -0.538
C -1.826 -0.054 1.593 0.100 -0.171 0.190
C -0.827 -0.539 2.641 -0.433 0.016 -0.126
C 0.258 0.492 2.941 0.169 -0.107 -0.312
C 1.016 0.762 1.712 -0.538 -0.075 1.082
N 1.586 0.911 0.734 0.516 -0.008 -0.890
H -1.348 0.158 0.640 0.008 0.050 -0.021
H -2.583 -0.818 1.413 -0.038 0.057 -0.035
H -2.335 0.853 1.924 0.004 -0.007 0.017
H -0.350 -1.462 2.294 0.002 -0.014 0.079
H -1.358 -0.783 3.562 0.181 0.029 0.096
H 0.941 0.121 3.701 0.046 0.094 0.070
H -0.177 1.421 3.308 0.040 0.050 -0.017
C -4.218 -1.254 -4.668 0.036 -0.029 0.065
C -3.149 -2.268 -4.274 -0.077 0.040 -0.379
C -3.079 -2.517 -2.768 -0.225 0.277 -0.143
C -2.747 -1.265 -2.074 0.009 -1.429 -0.339
N -2.356 -0.351 -1.516 0.274 1.029 0.421
H -4.022 -0.274 -4.227 -0.007 -0.006 0.031
H -4.237 -1.126 -5.749 -0.015 -0.011 -0.001
H -5.210 -1.578 -4.349 -0.003 0.026 -0.010
H -2.167 -1.921 -4.597 -0.165 -0.111 -0.043
H -3.349 -3.213 -4.782 0.046 -0.055 0.106
H -2.301 -3.254 -2.556 0.013 0.037 0.081
H -4.023 -2.900 -2.376 -0.022 0.014 0.005
C 1.670 4.418 0.714 -0.014 -0.069 -0.001
C 3.153 4.758 0.802 -0.174 -0.150 0.036
C 3.417 6.266 0.843 -0.034 -0.148 -0.192
C 2.909 6.913 -0.372 0.468 -0.334 0.998
N 2.515 7.397 -1.326 -0.392 0.391 -0.889
H 1.227 4.808 -0.204 0.003 0.075 0.024
H 1.528 3.338 0.712 0.011 0.102 0.005
H 1.121 4.835 1.562 -0.006 0.018 -0.025
H 3.673 4.321 -0.052 0.065 0.039 0.014
H 3.575 4.303 1.700 0.069 0.068 -0.003
H 4.486 6.466 0.919 0.004 0.071 0.005
H 2.929 6.718 1.708 -0.011 0.035 0.004
C -2.372 2.861 5.580 -0.057 -0.012 0.020
C -2.851 1.817 6.583 -0.032 0.152 -0.181
C -1.719 1.257 7.451 -0.090 -0.049 -0.218
C -0.700 0.597 6.625 -0.679 0.470 0.800
N 0.086 0.084 5.978 0.618 -0.464 -0.566
H -1.662 2.436 4.869 0.044 -0.010 0.032
H -3.212 3.253 5.007 0.005 0.024 0.013
H -1.889 3.699 6.085 0.014 0.005 -0.020
H -3.338 0.999 6.048 -0.005 -0.043 0.076
H -3.602 2.263 7.235 0.024 -0.067 0.069
H -2.108 0.528 8.162 0.061 -0.023 0.041
H -1.239 2.055 8.019 0.046 -0.003 0.011
C -1.455 2.418 -3.605 0.014 -0.002 -0.059
C 0.069 2.376 -3.622 -0.227 0.075 0.122
C 0.631 1.541 -4.780 -0.097 -0.021 0.233
C 0.183 0.146 -4.688 0.411 1.041 -0.206
N -0.167 -0.937 -4.607 -0.080 -0.943 0.262
H -1.881 1.425 -3.460 0.020 -0.010 -0.007
H -1.809 3.044 -2.788 -0.010 0.010 -0.008
H -1.845 2.827 -4.540 -0.001 0.015 0.009
H 0.429 1.974 -2.672 0.073 -0.013 -0.028
H 0.457 3.391 -3.707 0.103 -0.040 -0.051
H 1.721 1.551 -4.765 0.023 -0.043 -0.065
H 0.305 1.946 -5.738 -0.010 -0.038 -0.040
```
Positions in Å, forces in eV/Å.

Calculated values
Total charge: +1
Multiplicity: 1

Mulliken atomic charge list, values in e, 2 entries: -0.676, -0.600


Calculated DFT total energy in order - -2070.3581, -1845.1508 hartree
Calculated largest force on an atom in order - 3.79, 1.47 eV Å⁻¹
Calculated frontier orbital gap in order - 0.2777, 0.3718 Eh